# 1
{
  "formula": "C24H47Br16NO2",
  "method": "ωB97M-V/def2-TZVPD",
  "symbols": ["N", "C", "C", "C", "C", "C", "C", "C", "O", "C", "O", "H", "H", "H", "H", "H", "H", "H", "H", "H", "H", "H", "H", "H", "H", "H", "Br", "C", "C", "Br", "H", "H", "H", "H", "Br", "C", "C", "Br", "H", "H", "H", "H", "Br", "C", "C", "Br", "H", "H", "H", "H", "Br", "C", "C", "Br", "H", "H", "H", "H", "Br", "C", "C", "Br", "H", "H", "H", "H", "Br", "C", "C", "Br", "H", "H", "H", "H", "Br", "C", "C", "Br", "H", "H", "H", "H", "Br", "C", "C", "Br", "H", "H", "H", "H"],
  "positions_angstrom": [[0.1572, -1.9446, 2.9727], [-0.2526, -0.5591, 2.7088], [-1.7351, -0.2998, 3.0189], [-2.2783, 1.0161, 2.4151], [-3.6678, 0.8832, 1.7536], [-4.6138, -0.0626, 2.4977], [-6.0937, 0.3621, 2.5974], [-6.7842, -0.9882, 2.9119], [-5.9037, -2.0114, 2.3908], [-4.8537, -1.3802, 1.7785], [-4.3296, -1.8003, 0.7650], [0.0588, -2.4966, 2.1345], [-0.3973, -2.3624, 3.7062], [-0.0220, -0.3373, 1.6612], [0.3576, 0.0841, 3.3486], [-2.3026, -1.1610, 2.6565], [-1.8173, -0.2230, 4.1093], [-1.5765, 1.3564, 1.6409], [-2.2779, 1.8079, 3.1744], [-4.1293, 1.8770, 1.6995], [-3.5374, 0.5026, 0.7388], [-4.3223, -0.2576, 3.5335], [-6.2888, 1.0949, 3.3813], [-6.4721, 0.7463, 1.6429], [-6.9268, -1.1294, 3.9869], [-7.7470, -1.1113, 2.4129], [-1.6119, -3.4394, -0.2639], [-0.1676, -4.3198, -1.2312], [1.1940, -3.9938, -0.6825], [1.7644, -2.1905, -1.1569], [-0.2722, -4.0235, -2.2700], [-0.3523, -5.3863, -1.1325], [1.9414, -4.6615, -1.1043], [1.2299, -4.0549, 0.4011], [1.7959, 2.8707, -5.6954], [1.7194, 0.9556, -5.3548], [1.0761, 0.6448, -4.0316], [2.2698, 0.9988, -2.5419], [2.7373, 0.5868, -5.4219], [1.1253, 0.5414, -6.1668], [0.8412, -0.4160, -3.9652], [0.1755, 1.2245, -3.8613], [1.9309, -0.2920, 5.9620], [3.6504, -0.4628, 5.0656], [3.9946, 0.7819, 4.2944], [2.9576, 0.9132, 2.6537], [3.5843, -1.3413, 4.4315], [4.3780, -0.6268, 5.8574], [5.0372, 0.7750, 3.9895], [3.7938, 1.6824, 4.8625], [-2.2032, 0.0456, -6.2391], [-1.4360, -0.1307, -8.0180], [-1.0819, 1.2097, -8.6073], [-2.6665, 2.1754, -9.1786], [-2.1629, -0.6695, -8.6164], [-0.5418, -0.7390, -7.8982], [-0.4712, 1.0840, -9.4983], [-0.5640, 1.8488, -7.8978], [6.7639, 3.1881, 3.6822], [5.9801, 3.6331, 1.9587], [5.4471, 5.0388, 1.9323], [3.8009, 5.2068, 2.9479], [5.2071, 2.8926, 1.7746], [6.7795, 3.5200, 1.2301], [5.2012, 5.3207, 0.9111], [6.1444, 5.7565, 2.3513], [7.0382, 2.8144, 8.1131], [6.0881, 4.3380, 7.3623], [4.7550, 4.5524, 8.0296], [3.4399, 3.2244, 7.4913], [5.9960, 4.1493, 6.2975], [6.7356, 5.1967, 7.5226], [4.3409, 5.5160, 7.7420], [4.8240, 4.4924, 9.1107], [-6.4238, 1.1954, -8.4038], [-6.1982, 2.9076, -7.5139], [-7.4580, 3.7305, -7.5424], [-7.7896, 4.4950, -9.2992], [-5.3692, 3.4064, -8.0050], [-5.9222, 2.6722, -6.4887], [-7.3719, 4.5759, -6.8640], [-8.3354, 3.1456, -7.2879], [0.5290, -7.9507, -0.3936], [1.9067, -8.8465, -1.4347], [3.2916, -8.4929, -0.9633], [3.8215, -6.7054, -1.5180], [1.7430, -8.5734, -2.4717], [1.7240, -9.9105, -1.3049], [4.0237, -9.1644, -1.4055], [3.3776, -8.5217, 0.1177]],
  "smiles": "NCCCC[C@H]1CCOC1=O.BrCCBr.BrCCBr.BrCCBr.BrCCBr.BrCCBr.BrCCBr.BrCCBr.BrCCBr",
  "homo_energy_ev": -8.5
}

=====

# 2
{
  "formula": "C3H5NS3",
  "method": "ωB97M-V/def2-TZVPD",
  "symbols": ["C", "C", "C", "H", "H", "H", "H", "H", "N", "S", "S", "S"],
  "positions_angstrom": [[-0.3771, -2.1607, -0.7229], [0.4413, 0.0597, 0.8521], [-1.5883, 0.9112, -0.3250], [-0.5480, -1.7707, -1.7136], [-1.2760, -1.9855, -0.1140], [-0.1292, -3.2045, -0.7502], [-1.4206, 0.5725, 1.6525], [-2.5632, 1.3187, -0.0166], [-0.9577, 0.3539, 0.7405], [1.0851, -1.3453, -0.0057], [1.4329, 0.9903, 1.7196], [-1.1563, 0.9632, -1.9056]],
  "smiles": "CSC(=S)NC=S",
  "homo_energy_ev": -8.8
}

=====

# 3
{
  "formula": "C3H5N4O",
  "method": "ωB97M-V/def2-TZVPD",
  "symbols": ["C", "C", "C", "N", "N", "N", "N", "O", "H", "H", "H", "H", "H"],
  "positions_angstrom": [[-2.1742, 1.8030, 0.0435], [1.8110, 0.3019, -0.2268], [0.5217, -0.2401, 0.2880], [-1.2211, 1.7688, 0.7796], [-1.5416, -3.0029, -0.2118], [-0.7891, -2.1619, -0.2813], [-0.0492, -1.2999, -0.5215], [-3.1456, 1.8788, -0.6224], [1.5488, 1.1139, -0.8336], [2.4351, 0.6243, 0.5106], [2.2284, -0.5501, -0.7190], [0.7017, -0.7851, 1.2750], [-0.3259, 0.5494, 0.5196]],
  "homo_energy_ev": -3.7,
  "total_charge": -1
}

=====

# 4
{
  "formula": "C18H19ClNO3S",
  "method": "ωB97M-V/def2-TZVPD",
  "symbols": ["C", "C", "C", "N", "C", "C", "O", "Cl", "C", "C", "O", "C", "C", "C", "C", "C", "O", "C", "C", "C", "C", "C", "C", "S", "H", "H", "H", "H", "H", "H", "H", "H", "H", "H", "H", "H", "H", "H", "H", "H", "H", "H", "H"],
  "positions_angstrom": [[-0.7455, -3.0180, 3.0103], [-0.6840, -1.8731, 2.1593], [-0.0620, -0.5185, 1.4254], [-0.5013, 0.8077, 1.5211], [-1.7264, 1.2338, 2.3428], [-3.1342, 0.5839, 1.7771], [-3.2181, -0.3188, 0.7769], [-4.7032, 1.2132, 2.6201], [0.4377, 1.6877, 0.6890], [0.1472, 3.2984, 0.5913], [1.2116, 4.0295, -0.1580], [2.4675, 4.0713, 0.6071], [3.5564, 2.9841, 0.0227], [0.8398, 0.8466, -0.6767], [-0.4994, 0.6768, -1.6164], [-0.3736, -0.5348, -2.7452], [-0.2218, -0.2749, -4.0730], [-0.4620, -2.1268, -2.2793], [-1.8828, -2.6707, -1.6585], [-1.9935, -4.2393, -1.1375], [-0.7009, -5.2662, -1.2680], [0.6985, -4.6651, -1.8872], [0.8746, -3.0983, -2.4118], [1.4536, -0.6928, 0.2748], [-0.9311, -3.9030, 3.7877], [-1.8596, 2.4077, 2.3892], [-1.5645, 0.8942, 3.4753], [1.4450, 1.5749, 1.3190], [-0.8399, 3.4370, -0.0628], [0.0083, 3.7673, 1.6714], [2.9155, 5.1678, 0.7354], [2.2028, 3.7199, 1.7166], [4.6875, 3.2820, 0.2553], [3.3975, 2.8440, -1.1493], [3.4341, 1.8931, 0.4839], [1.6225, 1.4557, -1.2982], [-0.6650, 1.6744, -2.2507], [-1.4743, 0.5776, -0.9479], [-2.7756, -1.8878, -1.5888], [-3.0431, -4.5839, -0.7018], [-0.8478, -6.3760, -0.9126], [1.6074, -5.3983, -1.9773], [1.9022, -2.6826, -2.8502]],
  "homo_energy_ev": -11.1,
  "total_charge": 1
}